Molecular formula: C23H15F5N6SV
Method: DFT, wB97M-V/def2-TZVPD

Summary:
multiplicity = 1
net charge = +3
F_max = 0.71 eV Å⁻¹
energy relative to the best compared isomer or geometry (same formula, charge and spin) = 24.18 kJ/mol

Geometry (Å):
V -0.1491 -0.5645 0.2244
N 2.3267 0.1838 3.8042
C 1.8750 -0.0466 2.5841
S 0.1233 -0.2178 2.3464
N 2.6409 -0.1560 1.5475
N 1.9426 -0.4354 0.4220
C 2.6521 -0.7382 -0.6169
C 1.9488 -0.8978 -1.8633
C 2.5585 -1.1133 -3.0833
C 1.7650 -1.1151 -4.2282
C 0.4082 -0.8714 -4.1032
C -0.1374 -0.6723 -2.8400
N 0.6136 -0.7143 -1.7395
H 1.7151 0.2810 4.5993
H 3.3241 0.2508 3.9606
H 3.7321 -0.8014 -0.5271
H 3.6291 -1.2617 -3.1374
H 2.2080 -1.2824 -5.2012
H -0.2377 -0.8289 -4.9693
H -1.1942 -0.4751 -2.7204
C -4.3548 -0.6801 0.8771
C -4.7735 0.5493 0.3841
C -3.8267 1.4908 0.0002
C -2.4849 1.1876 0.1059
N -2.0779 -0.0386 0.5373
C -3.0064 -0.9366 0.9481
C -1.3978 2.1056 -0.2733
C -1.5752 3.4602 -0.4794
C -0.4803 4.2331 -0.8455
C 0.7525 3.6202 -0.9976
C 0.8557 2.2611 -0.7666
N -0.1929 1.5122 -0.4019
H -5.0612 -1.4288 1.2068
H -5.8287 0.7773 0.3029
H -4.1400 2.4511 -0.3826
H -2.6339 -1.8744 1.3357
H -2.5447 3.9176 -0.3459
H -0.5926 5.2971 -1.0073
H 1.6307 4.1821 -1.2831
H 1.8081 1.7620 -0.8681
F -1.8444 -2.3672 -1.4578
C -1.0820 -3.1469 -0.6790
C -0.1793 -2.5101 0.2054
C 0.5794 -3.3780 1.0292
F 1.4742 -2.8736 1.8638
C 0.4416 -4.7457 0.9905
F 1.1606 -5.5234 1.7620
C -0.4861 -5.3117 0.1055
F -0.6326 -6.5949 0.0682
C -1.2669 -4.5020 -0.7366
F -2.1480 -5.0472 -1.5412


Molecular formula: C23H15O5PPt
Method: DFT, wB97M-V/def2-TZVPD

Summary:
multiplicity = 3
net charge = +2
F_max = 6.88 eV Å⁻¹
total energy = -1721.62846 Eh

Geometry (Å):
O 0.0174 3.3270 -0.8923
C 0.0098 2.2442 -0.4985
Pt 0.0136 0.2557 -0.1365
O 0.0038 -0.8755 -3.1308
C 0.0059 -0.3146 -2.1277
C -0.0001 -1.7072 0.4133
O -0.2945 -2.7432 0.8339
C -2.0150 0.2794 -0.1605
O -3.1602 0.1657 -0.1615
C 2.0385 0.2971 -0.1574
O 3.1760 0.2552 0.0142
C -0.7031 4.6235 4.9890
C -0.1644 4.7425 3.7038
C -0.0152 3.6118 2.8953
C -0.3562 2.3382 3.3933
C -0.8911 2.2337 4.6940
C -1.0861 3.3726 5.4788
P 0.0404 0.8163 2.4324
C 1.6409 0.3440 3.1752
C 2.1294 -0.9661 3.0534
C 3.3940 -1.3005 3.5424
C 4.1953 -0.3177 4.1337
C 3.7284 0.9948 4.2528
C 2.4555 1.3151 3.7866
C -1.2603 -0.2629 3.1346
C -1.0337 -1.4807 3.7917
C -2.1246 -2.2332 4.2351
C -3.4300 -1.7806 4.0432
C -3.6602 -0.5509 3.4156
C -2.5773 0.2048 2.9714
H -0.8230 5.5069 5.6194
H 0.1436 5.7182 3.3319
H 0.3681 3.7160 1.8794
H -1.1727 1.2615 5.1047
H -1.5277 3.2707 6.4711
H 1.5177 -1.7506 2.5918
H 3.7572 -2.3288 3.4576
H 5.1985 -0.5689 4.4873
H 4.3492 1.7664 4.7114
H 2.0775 2.3309 3.9306
H -0.0287 -1.8393 3.9850
H -1.9557 -3.1884 4.7310
H -4.2834 -2.3792 4.3681
H -4.6728 -0.1762 3.2619
H -2.7544 1.1818 2.5160


Molecular formula: C23H16BaBrF6N4OPSe3Te
Method: DFT, wB97M-V/def2-TZVPD

Summary:
multiplicity = 2
net charge = -1
F_max = 1.71 eV Å⁻¹
energy relative to the best compared isomer or geometry (same formula, charge and spin) = 43.98 kJ/mol

Geometry (Å):
Ba -0.2895 1.5539 -0.4869
C 3.9572 -0.7561 -1.6264
C 2.8989 0.1609 -1.4731
N 1.9944 0.0372 -0.5331
C 2.0074 -1.0111 0.3362
C 3.0034 -2.0077 0.2069
C 3.9886 -1.8316 -0.7910
C 2.9931 -3.1506 1.0392
C 1.9760 -3.2794 1.9428
C 0.9925 -2.2987 2.1077
C 0.9638 -1.1182 1.3675
N 0.0229 -0.1268 1.4753
C -0.7777 0.0428 2.5846
C -0.5180 -0.4287 3.8670
C -1.4422 -0.3568 4.9196
C -2.6637 0.2275 4.7676
C -2.9449 0.8773 3.5423
C -4.1262 1.6293 3.3695
C -4.3342 2.3493 2.2304
C -3.3280 2.3215 1.2485
N -2.2419 1.5995 1.3759
C -2.0100 0.8487 2.4835
H 4.6978 -0.6024 -2.3983
H 2.8053 1.0198 -2.1277
H 4.7696 -2.5791 -0.8800
H 3.7668 -3.8977 0.9212
H 1.9125 -4.1667 2.5615
H 0.1985 -2.4996 2.8102
H 0.4277 -0.9085 4.0678
H -1.1619 -0.8064 5.8639
H -3.3981 0.2465 5.5623
H -4.8583 1.6317 4.1680
H -5.2296 2.9347 2.0742
H -3.4372 2.8979 0.3379
Se -1.7340 -3.4849 -0.4883
Se -2.9581 -2.4884 1.0790
Te -4.6522 -0.9371 -0.1486
Se -3.2534 0.0897 -1.9040
O 0.3437 -2.2562 -6.4053
C 0.1827 -1.5132 -5.2823
C 0.3169 -2.0575 -4.0041
C 0.1356 -1.2213 -2.9229
N -0.1590 0.0746 -3.0504
C -0.2950 0.5479 -4.2660
Br -0.8055 2.3869 -4.3684
C -0.1358 -0.1705 -5.4385
H 0.5163 -3.1696 -6.1522
H 0.5324 -3.1068 -3.8565
H 0.1902 -1.6053 -1.9151
H -0.2683 0.2728 -6.4113
F 0.9727 3.2855 0.9155
P 1.6653 4.3470 -0.1855
F 0.2059 5.0144 -0.3015
F 2.1021 5.2811 1.0271
F 3.0150 3.4864 -0.1066
F 2.2871 5.3384 -1.2648
F 1.1806 3.3337 -1.4644


Molecular formula: C23H16Br2N7O7PtS2
Method: DFT, wB97M-V/def2-TZVPD

Summary:
multiplicity = 5
net charge = +1
F_max = 1.95 eV Å⁻¹
energy relative to the best compared isomer or geometry (same formula, charge and spin) = 466.41 kJ/mol

Geometry (Å):
Pt -0.4057 0.0748 -0.0717
Br 4.8625 0.2342 0.5637
C 3.5524 0.1640 1.9002
C 3.8940 -0.0199 3.2293
C 2.9198 -0.0951 4.2041
Br 3.4488 -0.3618 5.9960
C 1.5429 0.0494 3.8787
C 0.4872 0.0175 4.8074
C -0.7994 0.2228 4.3707
C -1.0380 0.4677 3.0145
N -0.0630 0.4796 2.1318
C 1.2012 0.2554 2.5197
C 2.2016 0.2707 1.4680
O 1.8872 0.3807 0.2592
H 4.9351 -0.1111 3.4996
H 0.6933 -0.1647 5.8535
H -1.6276 0.2031 5.0612
H -2.0398 0.6497 2.6514
N -0.6473 3.2461 -0.6526
C -0.1958 2.7080 -1.7848
N -0.0812 3.4812 -2.8531
C 0.3337 2.8905 -3.9774
N 0.4314 3.6311 -5.0782
N 0.6478 1.5903 -4.0612
C 0.5532 0.8758 -2.9518
N 0.1389 1.3973 -1.7783
C 0.8806 -0.5341 -3.0675
C 1.1626 -1.0669 -4.3177
C 1.4265 -2.3691 -4.7015
C 1.3175 -3.6187 -4.0436
C 0.8348 -4.0632 -2.8551
N -0.0355 -2.1964 -1.6113
H -0.9783 4.1975 -0.6677
H -0.8449 2.6393 0.1325
H 0.1654 4.5982 -5.0407
H 0.7186 3.2118 -5.9443
H 1.2159 -0.3137 -5.0906
H 1.7813 -2.4629 -5.7184
H 1.6744 -4.4400 -4.6510
H 0.8779 -5.1262 -2.6517
O -1.7703 -0.4636 -2.0536
S -1.4759 -1.8031 -2.5465
O 0.3500 -3.4975 -1.7279
O 0.9904 -1.2572 -1.9079
C -2.5466 -2.9521 -1.6681
C -3.0462 -3.9612 -2.4860
C -3.9826 -4.8620 -2.0069
C -4.4606 -4.7177 -0.7127
C -3.9600 -3.7123 0.1015
C -2.9943 -2.8306 -0.3598
S -2.3497 -1.6824 0.8859
O -3.0254 -1.9895 2.1115
O -0.8914 -1.9102 0.9440
O -2.5826 -0.2855 0.4460
H -2.7001 -4.0233 -3.5075
H -4.3503 -5.6520 -2.6435
H -5.2237 -5.3829 -0.3407
H -4.3002 -3.5849 1.1168


Molecular formula: C23H16FN3O2Pd
Method: DFT, wB97M-V/def2-TZVPD

Summary:
multiplicity = 1
F_max = 1.40 eV Å⁻¹
total energy = -1428.56163 Eh

Geometry (Å):
Pd 0.2428 1.4948 -0.1870
O 1.3028 -5.0078 -1.5077
C 0.7105 -4.2644 -2.2992
O 0.0490 -4.4372 -3.3307
C 0.7914 -2.7284 -1.8749
C 0.1383 -1.7688 -2.6332
C 0.1871 -0.4463 -2.2168
N 0.9156 -0.1133 -1.1405
C 1.4413 -1.0369 -0.3206
C 1.4331 -2.3721 -0.6980
C 1.9115 -0.4963 0.9640
C 2.6297 -1.2428 1.8926
C 3.0993 -0.6409 3.0409
C 2.8349 0.7069 3.2540
C 2.0623 1.3754 2.3286
N 1.5958 0.8022 1.2215
C -0.5772 0.6740 -2.7803
C -1.1563 0.6532 -4.0437
C -1.8220 1.7659 -4.5145
C -1.9084 2.8926 -3.7061
C -1.3470 2.8425 -2.4472
N -0.7072 1.7718 -1.9801
H -0.4292 -2.0881 -3.4974
H 1.8648 -3.1540 -0.0880
H 2.8112 -2.2919 1.7064
H 3.6733 -1.2075 3.7613
H 3.2094 1.2224 4.1264
H 1.7917 2.4135 2.4714
H -1.0695 -0.2392 -4.6480
H -2.2600 1.7674 -5.5032
H -2.4038 3.7911 -4.0435
H -1.4163 3.6838 -1.7709
F -1.3637 -2.5526 3.4163
C -1.4037 -1.3090 2.8987
C -1.9049 -1.1253 1.6230
C -1.9002 0.1498 1.0839
C -1.3731 1.2505 1.7955
C -1.1107 2.5233 1.0915
C -0.9746 1.0241 3.1169
C -0.9722 -0.2468 3.6683
H -2.2824 -1.9729 1.0654
H -2.3298 0.3133 0.1026
H -0.7632 3.3231 1.7414
H -1.9380 2.8553 0.4647
H -0.6404 1.8658 3.7123
H -0.6421 -0.4201 4.6844